Entry 1:
Entry from the Open Molecules 2025 dataset: C11H9ClF3O20V as an isolated structure at a distorted geometry (ωB97M-V/def2-TZVPD).

```
45
Properties=species:S:1:pos:R:3:forces:R:3
O 0.335886 1.823279 -1.293573 1.187 -0.550 0.230
V 1.207056 1.793039 0.039827 -2.099 3.946 0.087
C 0.032296 4.130739 1.085697 2.301 1.062 -1.752
O 0.493156 4.291709 2.219827 -0.409 4.549 9.826
O 1.050826 3.983359 0.394067 7.111 2.780 -9.837
O -0.279844 2.949199 1.166957 -8.139 -10.604 1.303
C 2.607376 1.596249 2.473847 -5.164 5.751 -1.894
O 2.950406 2.063609 1.387637 6.535 0.514 -4.419
O 1.549086 1.007799 2.239897 -3.821 -7.299 1.195
O 2.421066 2.488149 3.324327 2.712 0.412 4.913
Cl 4.274086 3.199949 -1.767793 -1.014 0.536 -0.127
O 3.279976 2.138179 -1.734053 0.191 -0.476 0.633
O 5.606486 2.635729 -1.759503 0.216 -0.267 -0.065
O 4.039326 3.928089 -2.983573 0.502 0.229 -1.031
O 4.103526 4.106709 -0.681763 0.279 -0.156 0.593
C -3.033224 -1.822701 1.942917 1.087 0.958 -1.239
C -2.090434 -2.822481 1.310967 0.992 0.651 0.387
O -1.266594 -2.068911 0.412527 -0.689 -1.162 0.270
C -1.310034 -0.790811 0.812997 3.041 3.647 0.827
O -0.540994 0.108539 0.522397 -2.772 -3.333 0.380
O -2.199764 -0.658451 1.826297 -0.854 0.443 1.197
F -2.765174 -3.707281 0.628677 -1.749 -2.103 -2.101
H -3.398294 -2.112761 2.928157 0.523 0.551 0.171
H -3.871174 -1.582581 1.288487 -0.291 -0.678 -0.057
H -1.479474 -3.443461 1.966107 0.442 0.662 0.458
C -5.018754 -0.694251 -1.522953 -1.096 -0.821 0.999
C -5.638964 0.359749 -2.384013 2.562 -0.571 -0.134
O -4.481384 1.114799 -2.664273 0.197 0.252 -0.530
C -3.494024 0.918629 -1.679773 3.470 3.904 0.521
O -2.464224 1.609849 -1.583123 -4.997 -3.623 -0.562
O -3.967464 -0.019821 -0.803813 -0.041 -0.716 -1.448
F -6.471954 1.074729 -1.651093 -1.689 1.494 0.950
H -4.742724 -1.542511 -2.149343 0.787 0.000 0.221
H -5.771094 -1.030441 -0.809473 0.230 -0.119 0.201
H -6.172934 0.009479 -3.267353 0.400 0.148 -0.232
C 4.620666 -2.586771 -0.091363 0.015 -1.351 0.222
C 3.432616 -3.402741 0.454917 0.327 0.394 -1.614
O 2.326596 -2.621441 0.037567 0.101 -0.199 0.950
C 2.762536 -1.339851 -0.222673 -1.910 2.359 -1.329
O 2.072906 -0.383351 -0.514363 1.326 -2.846 1.059
O 4.077146 -1.345801 -0.246363 0.314 2.297 -0.397
F 3.563776 -3.521261 1.784637 -0.570 -0.006 1.161
H 4.913166 -2.996371 -1.058203 0.326 0.043 -0.064
H 5.458796 -2.443061 0.590527 -0.006 -0.700 0.006
H 3.279766 -4.394441 0.029157 0.137 -0.003 0.076
```
Positions in Å, forces in eV/Å.

**Multiplicity**: 5
**HOMO (spin up / spin down)**: 0.0394 / -0.0259 hartree
**Total charge**: -2

Charges obtained by Mulliken population analysis, quoted in units of e: -0.412 1.604 -0.428 -0.404 -0.243 -0.094 0.812 -0.553 -0.570 -0.512 1.711 -0.657 -0.727 -0.725 -0.606 -0.205 0.330 -0.289 0.530 -0.125 -0.281 -0.305 0.302 0.013 0.245 -0.581 0.232 -0.343 0.470 -0.376 -0.142 -0.288 0.344 0.313 0.337 -0.404 0.314 -0.309 0.317 -0.477 -0.296 -0.301 0.265 0.286 0.231

---

Entry 2:
Entry from the Open Molecules 2025 dataset: C11H9NO in the gas phase at a distorted geometry (ωB97M-V/def2-TZVPD).

```
22
Properties=species:S:1:pos:R:3:forces:R:3
C 2.873881 -1.455095 -0.167943 0.177 1.128 1.098
C 2.481437 -2.191047 -1.249923 -3.443 1.115 -1.429
C 2.016318 -0.454528 0.369369 1.557 0.827 2.381
C 1.186638 -1.811822 -1.787825 -1.099 -0.925 -0.803
C 0.766061 -0.112019 -0.103753 -1.995 0.916 -1.163
C 0.305738 -0.887657 -1.261107 2.171 0.632 2.131
C -2.753137 1.402955 0.700443 3.776 -0.910 1.033
C -2.757648 0.883416 -0.677249 0.952 0.560 0.739
C -1.789911 1.525507 1.645989 -0.138 -0.333 -1.777
C -1.777104 0.222438 -1.202079 2.967 -0.696 2.329
C -0.305769 1.425080 1.593631 1.337 -2.593 -1.752
N 0.005440 0.950438 0.265763 -0.797 -1.797 -2.186
O -1.088449 -0.783458 -1.551265 0.095 0.194 -0.862
H 3.880606 -1.553908 0.243029 -0.384 -0.147 0.124
H 2.869774 -3.048108 -1.770747 0.933 0.113 0.331
H 2.269500 0.233284 1.297207 0.205 -1.741 -2.012
H 0.762664 -2.332639 -2.655758 0.493 -0.195 0.257
H -3.683074 1.622419 1.032377 -2.926 0.778 0.847
H -3.497135 1.363307 -1.209182 -1.784 0.315 -1.713
H -2.013070 1.887111 2.587202 -1.427 0.774 1.804
H 0.078953 2.443471 1.545244 0.242 0.143 1.190
H 0.168286 0.670855 2.356577 -0.913 1.843 -0.567
```
Positions in Å, forces in eV/Å.

**Relative energy (zero: lowest compared OMol25 entry of this formula, charge and spin)**: 5.7050 eV
**HOMO (spin up / spin down)**: -0.2625 / -0.2623 hartree

Charges obtained by Mulliken population analysis, quoted in units of e: -0.412 -0.691 -0.261 -0.473 0.924 -0.048 -0.293 -0.709 -0.647 0.765 -0.325 -0.610 -0.321 0.345 0.384 0.186 0.327 0.427 0.410 0.391 0.279 0.353

---

Entry 3:
Entry from the Open Molecules 2025 dataset: C11H9NO2S2 in the gas phase at a distorted geometry (ωB97M-V/def2-TZVPD).

```
25
Properties=species:S:1:pos:R:3:forces:R:3
O 2.553059 -2.277133 -0.764928 0.651 -0.734 0.748
N 0.326834 0.328876 -1.913517 1.571 -1.048 1.399
O 0.712642 0.266069 -3.299365 0.129 0.794 0.998
S 1.669737 0.440678 1.724298 -0.570 0.393 1.237
C 1.060812 -0.155015 -0.882681 -0.407 2.209 -5.424
C 0.575749 0.231027 0.405120 -3.895 1.100 2.448
C -0.766347 0.638862 0.772243 4.596 0.117 2.004
C -0.631325 1.800021 4.905037 0.815 -0.421 -0.812
C -1.872788 1.966138 4.271844 0.688 0.443 -0.472
C 0.491103 1.342784 4.183802 -0.900 0.495 0.555
C -1.939619 1.698128 2.877422 -0.827 -0.299 1.839
C 0.392698 1.125230 2.811137 0.941 -1.369 -0.302
C -0.841722 1.165740 2.168782 -0.127 -0.053 -1.699
S 2.761310 -0.881227 -1.187466 -1.782 -0.225 0.776
C 2.124105 0.307518 -3.623203 -0.134 -2.646 1.802
C 2.613199 -0.997420 -2.938259 -2.178 2.192 -0.362
H -1.530423 0.798780 0.108650 -1.697 -0.155 -1.648
H -0.494047 2.022206 5.959016 -0.166 -0.156 -0.094
H -2.694358 2.361274 4.934152 0.616 -0.559 -1.370
H 1.371899 1.111301 4.749135 0.534 0.139 -0.070
H -2.935895 1.783875 2.473625 0.045 -0.060 -0.632
H 2.639206 1.203291 -3.350166 0.018 0.757 0.465
H 2.266887 0.112253 -4.660071 -0.535 0.292 -0.988
H 3.478443 -1.442329 -3.210769 3.373 -0.708 -1.112
H 1.898266 -1.721503 -3.284415 -0.760 -0.499 0.712
```
Positions in Å, forces in eV/Å.

**Relative energy (zero: lowest compared OMol25 entry of this formula, charge and spin)**: 5.2779 eV
**HOMO**: -0.3004 hartree

Charges obtained by Mulliken population analysis, quoted in units of e: -0.593 -0.295 -0.291 -0.239 -0.075 0.913 -1.192 -0.354 -0.450 -0.490 -0.564 0.255 0.691 0.436 -0.409 -0.853 0.499 0.344 0.306 0.375 0.353 0.295 0.345 0.611 0.383

---

Entry 4:
Entry from the Open Molecules 2025 dataset: C11H9NS in the gas phase at a distorted geometry (ωB97M-V/def2-TZVPD).

```
22
Properties=species:S:1:pos:R:3:forces:R:3
C -3.650786 1.099917 -0.097058 -0.637 -0.033 -0.130
C -2.643312 1.345265 0.811464 -0.768 3.758 1.093
C -1.565513 0.469844 1.098593 1.525 1.891 0.861
C -1.451010 -0.497061 0.129316 2.431 -1.787 1.315
S 0.033928 -1.727013 0.255666 0.231 2.141 -0.602
C 1.527500 -0.651619 -0.032887 1.377 1.280 -1.385
C 2.941071 -1.092832 0.148094 -2.233 2.578 0.902
C 3.844109 0.022739 0.123702 2.607 0.057 -2.913
C 3.479565 1.465170 -0.268135 -2.505 -2.657 2.469
N 2.115362 1.828790 -0.402783 4.337 -2.645 -1.115
C 1.347570 0.763731 -0.574648 0.145 -2.522 2.931
C -2.435256 -0.879373 -0.778545 -0.117 -2.099 0.597
C -3.668117 -0.229289 -0.742244 0.539 3.513 -0.372
H -4.333024 2.127124 -0.163121 1.024 -3.716 -0.536
H -2.884373 2.497902 1.169510 1.749 -3.231 0.157
H -0.689263 0.686860 1.930585 -2.604 -0.605 -2.382
H 3.343600 -2.108432 0.506953 -1.114 1.684 -0.792
H 5.027584 -0.485290 -0.020811 -3.297 2.431 0.859
H 4.043736 2.379232 -0.139322 0.965 -0.629 -0.094
H 0.427931 1.116812 -0.898166 -2.227 -0.403 -0.431
H -2.117849 -1.909505 -1.187398 -1.405 1.842 -0.173
H -4.523649 -0.372985 -1.375320 -0.024 -0.846 -0.258
```
Positions in Å, forces in eV/Å.

**SMILES**: c1ccc(Sc2cccnc2)cc1
**Relative energy (zero: lowest compared OMol25 entry of this formula, charge and spin)**: 4.2481 eV
**HOMO**: -0.3018 hartree

Charges obtained by Mulliken population analysis, quoted in units of e: -0.094 0.057 -0.312 0.247 -0.179 0.455 -0.394 -0.240 -0.320 -0.465 -0.449 -0.307 -0.655 0.186 0.117 0.253 0.301 0.174 0.384 0.599 0.288 0.356

---

Entry 5:
Entry from the Open Molecules 2025 dataset: C12Cl8O2 in the gas phase at a distorted geometry (ωB97M-V/def2-TZVPD).

```
22
Properties=species:S:1:pos:R:3:forces:R:3
Cl -0.494521 0.540918 5.276435 0.344 0.675 -0.233
C -0.187188 0.309138 3.601761 0.833 0.391 0.250
C -0.539942 -0.876245 3.033017 -1.413 -2.053 -0.748
Cl -1.231290 -2.028154 4.127770 -0.065 -0.482 -0.358
C -0.489296 -1.181170 1.641595 1.206 0.882 0.775
Cl -0.820106 -2.873907 1.229158 0.443 1.554 -0.132
C 0.047121 -0.138675 0.803775 -1.673 -1.453 -0.208
C 0.639323 0.989726 1.451375 -1.319 -3.233 -0.429
C 0.552417 1.186699 2.824960 0.062 1.865 0.364
Cl 1.110294 2.718898 3.528036 -0.199 -1.084 -0.649
O 1.175384 1.904783 0.701178 1.395 2.615 -2.625
O 1.766204 1.520356 -0.648936 -1.347 -1.701 0.751
C 0.913960 0.638647 -1.400373 -0.707 1.217 -0.068
C 1.064000 0.723039 -2.842196 0.859 0.101 0.944
Cl 2.424768 1.611380 -3.655309 -1.494 -0.851 1.447
C 0.196504 -0.006721 -3.649146 -0.882 -0.495 0.262
Cl 0.445661 -0.117681 -5.367849 -0.189 0.156 0.792
C -0.912375 -0.679882 -3.047675 0.506 -0.518 0.016
Cl -2.057568 -1.588894 -4.079929 1.197 1.011 0.592
C -1.034696 -0.791001 -1.636180 -0.071 0.408 0.103
Cl -2.449954 -1.750001 -1.169423 0.964 1.030 0.495
C -0.118701 -0.111253 -0.722044 1.549 -0.035 -1.342
```
Positions in Å, forces in eV/Å.

**SMILES**: Clc1c(Cl)c(Cl)c2c(c1Cl)OOc1c(Cl)c(Cl)c(Cl)c(Cl)c1-2
**HOMO**: -0.3339 hartree

Charges obtained by Mulliken population analysis, quoted in units of e: -0.149 -0.048 0.390 -0.200 -0.254 -0.134 0.534 0.210 0.247 -0.157 -0.391 -0.360 0.624 -0.323 -0.157 0.435 -0.145 -0.217 -0.165 0.580 -0.165 -0.157

---

Entry 6:
Entry from the Open Molecules 2025 dataset: C12H10 in the gas phase at a distorted geometry (ωB97M-V/def2-TZVPD).

```
22
Properties=species:S:1:pos:R:3:forces:R:3
C 3.502450 -0.000111 -0.005034 2.974 2.303 -0.414
C 2.899089 -1.174394 -0.036936 1.122 -4.564 -0.819
C 1.521182 -1.225027 -0.040094 -0.153 6.923 0.045
C 0.703135 -0.021928 -0.013125 4.674 -1.045 0.386
C -0.756002 0.015798 -0.012088 -0.171 -3.195 0.503
C -1.503210 -1.216249 0.089247 -1.542 2.662 -0.150
C -2.907097 -1.239387 0.077618 -0.634 -0.115 -0.663
C -3.591954 -0.027857 -0.064290 0.907 3.174 0.993
C -2.861267 1.218644 -0.016593 0.257 -2.394 -0.423
C -1.461262 1.164046 -0.038679 -0.741 4.933 -1.208
C 1.509067 1.192254 0.107457 -0.497 -10.493 -2.154
C 2.778034 1.236655 0.026415 8.143 -0.071 0.404
H 4.626731 -0.092283 -0.040629 -1.286 0.919 0.051
H 3.638894 -2.181127 -0.205658 -2.563 2.770 0.773
H 1.003212 -2.021691 -0.085090 -3.090 -6.084 -0.396
H -1.036861 -2.126334 0.175095 1.294 -1.882 0.178
H -3.533192 -2.187741 0.084654 1.253 1.161 0.099
H -4.652189 0.209047 -0.068157 -0.152 -1.182 -0.091
H -3.330601 2.201177 -0.033952 -0.185 -0.450 -0.090
H -0.985739 2.251565 -0.282577 -0.695 -2.884 0.978
H 0.969242 1.868117 0.274386 -7.217 10.747 2.130
H 3.468329 2.156818 0.108036 -1.699 -1.235 -0.133
```
Positions in Å, forces in eV/Å.

**SMILES**: c1ccc(-c2ccccc2)cc1
**Relative energy (zero: lowest compared OMol25 entry of this formula, charge and spin)**: 3.0050 eV
**HOMO**: -0.3001 hartree

Charges obtained by Mulliken population analysis, quoted in units of e: 0.142 -0.736 -0.225 0.182 0.954 -0.405 -0.729 -0.376 -0.649 -0.031 -0.797 -0.984 0.257 0.131 0.637 0.402 0.287 0.336 0.365 0.104 0.889 0.246